Record 1
DFT (the ωB97M-V functional and the def2-TZVPD basis) results for a structure of composition C49H48BIrN6O2P2S.

## Properties
E_HOMO: -13.1 eV
Charge: +2

```
110
C49H48BIrN6O2P2S, DFT the ωB97M-V functional and the def2-TZVPD basis
Ir 0.127 0.777 0.135
C 3.267 2.280 2.614
C 2.626 1.236 1.959
N 1.494 1.681 1.404
N 1.389 2.991 1.698
C 2.437 3.374 2.433
B 0.198 3.763 1.105
N 0.358 3.683 -0.427
C 0.428 4.685 -1.313
C 0.308 4.162 -2.584
C 0.148 2.795 -2.382
N 0.185 2.506 -1.084
N -1.124 3.036 1.469
C -2.222 3.525 2.063
C -3.215 2.565 2.032
C -2.635 1.479 1.388
N -1.383 1.779 1.049
H 4.195 2.241 3.156
H 2.926 0.207 1.861
H 2.525 4.396 2.760
H 0.179 4.895 1.476
H 0.530 5.702 -0.972
H 0.312 4.693 -3.519
H -0.002 2.030 -3.115
H -2.221 4.528 2.455
H -4.213 2.641 2.426
H -3.047 0.513 1.139
O -1.997 -1.914 0.328
C -2.332 -2.321 1.589
C -3.419 -3.133 1.883
C -3.601 -3.546 3.190
C -2.706 -3.159 4.183
C -1.673 -2.294 3.878
C -1.490 -1.832 2.570
P -0.164 -0.614 2.206
C 1.277 -1.661 2.576
C 1.813 -1.809 3.853
C 2.830 -2.728 4.074
C 3.300 -3.514 3.031
C 2.757 -3.378 1.761
C 1.755 -2.447 1.529
C -0.430 0.497 3.655
C -1.722 0.705 4.147
C -1.953 1.538 5.230
C -0.900 2.193 5.846
C 0.389 2.000 5.373
C 0.618 1.164 4.291
C -1.863 -2.792 -0.709
C -2.058 -4.165 -0.622
C -1.920 -4.930 -1.767
C -1.580 -4.336 -2.974
C -1.308 -2.982 -3.018
C -1.417 -2.186 -1.872
P -1.005 -0.397 -1.868
C 0.053 -0.435 -3.368
C 1.153 -1.294 -3.378
C 1.900 -1.470 -4.530
C 1.570 -0.778 -5.690
C 0.482 0.078 -5.692
C -0.279 0.241 -4.539
C -2.561 0.363 -2.435
C -3.051 1.519 -1.838
C -4.268 2.060 -2.232
C -5.000 1.452 -3.238
C -4.511 0.306 -3.855
C -3.303 -0.237 -3.458
H -4.104 -3.434 1.102
H -4.439 -4.184 3.435
H -2.826 -3.519 5.195
H -1.006 -1.971 4.666
H 1.443 -1.216 4.678
H 3.246 -2.837 5.067
H 4.083 -4.238 3.210
H 3.113 -4.004 0.953
H 1.330 -2.337 0.535
H -2.568 0.209 3.693
H -2.964 1.669 5.593
H -1.079 2.838 6.696
H 1.226 2.486 5.856
H 1.637 1.003 3.985
H -2.317 -4.631 0.316
H -2.085 -5.998 -1.712
H -1.498 -4.930 -3.874
H -0.995 -2.550 -3.957
H 1.402 -1.860 -2.489
H 2.733 -2.162 -4.533
H 2.148 -0.923 -6.593
H 0.204 0.607 -6.594
H -1.151 0.882 -4.575
H -2.463 2.022 -1.088
H -4.636 2.959 -1.756
H -5.949 1.869 -3.548
H -5.077 -0.168 -4.647
H -2.950 -1.141 -3.937
C 4.325 -1.980 -1.077
C 4.194 -0.690 -1.865
S 3.305 0.555 -0.924
O 1.835 0.107 -1.023
C 3.498 1.956 -2.038
C 3.095 1.714 -3.482
H 4.785 -2.746 -1.701
H 3.345 -2.341 -0.768
H 4.942 -1.850 -0.188
H 3.644 -0.832 -2.794
H 5.161 -0.236 -2.093
H 4.556 2.218 -1.941
H 2.923 2.758 -1.567
H 3.829 1.106 -4.009
H 3.026 2.672 -3.996
H 2.127 1.221 -3.548
```

Record 2
DFT (the ωB97M-V functional and the def2-TZVPD basis) results for a structure of composition C49H48Br4FeN5OTe.

## Properties
E_HOMO (spin up / spin down): -6.6 / -7.2 eV
Expectation value of S²: 8.773
Spin multiplicity: 6
Energy relative to the best compared isomer or geometry (same formula, charge and spin): 10.8 kJ/mol

```
109
C49H48Br4FeN5OTe, DFT the ωB97M-V functional and the def2-TZVPD basis
Fe -0.864 1.006 0.532
Br -2.680 0.812 4.515
C -4.106 1.099 3.267
Br -3.622 0.963 1.397
H -4.503 2.092 3.421
H -4.842 0.327 3.441
C -4.522 5.064 -0.378
C -3.547 4.380 0.588
C -2.287 5.198 0.763
C -2.349 6.393 1.474
C -1.253 7.234 1.553
C -0.101 6.895 0.861
C 0.004 5.707 0.143
C 1.274 5.461 -0.636
C 2.161 4.388 -0.024
C -1.086 4.811 0.150
N -1.025 3.502 -0.400
C -0.927 3.348 -1.674
C -0.938 2.066 -2.299
C -0.846 1.763 -3.662
C -1.014 0.377 -3.762
C -1.204 -0.078 -2.447
N -1.153 0.935 -1.571
H -5.409 4.446 -0.531
H -4.044 5.224 -1.348
H -4.841 6.036 0.004
H -3.289 3.400 0.186
H -4.037 4.238 1.555
H -3.278 6.662 1.966
H -1.302 8.157 2.116
H 0.745 7.575 0.870
H 1.826 6.401 -0.693
H 1.035 5.176 -1.662
H 2.441 4.654 1.000
H 3.079 4.260 -0.606
H 1.629 3.445 -0.011
H -0.882 4.216 -2.341
H -0.684 2.470 -4.465
H -1.026 -0.226 -4.657
H -1.429 -1.084 -2.117
Br 5.851 -0.306 0.485
C 4.075 0.304 0.320
C 3.391 0.122 -0.863
C 2.067 0.535 -0.897
N 1.461 1.103 0.136
C 2.154 1.346 1.242
C 3.466 0.937 1.392
C 1.432 2.168 2.261
C 2.107 2.889 3.231
C 1.394 3.798 3.992
Br 2.292 4.866 5.258
C 0.038 3.954 3.800
C -0.554 3.150 2.839
N 0.117 2.281 2.091
H 3.867 -0.320 -1.725
H 1.470 0.443 -1.801
H 4.002 1.088 2.318
H 3.177 2.795 3.350
H -0.538 4.677 4.358
H -1.617 3.226 2.649
C 0.160 -6.154 -6.395
C 0.231 -5.298 -5.157
C 0.835 -4.047 -5.182
C 0.941 -3.263 -4.039
C 1.644 -1.929 -4.120
C 0.427 -3.762 -2.835
Te 0.627 -2.579 -1.060
N -0.827 -0.830 0.978
C -1.013 -1.993 1.417
O -0.474 -3.108 0.933
C -1.900 -2.363 2.595
C -1.326 -2.668 3.827
C -2.113 -3.060 4.900
C -3.492 -3.145 4.756
C -4.070 -2.864 3.524
C -3.276 -2.491 2.445
C 2.245 -3.731 -0.312
C 2.785 -4.762 -1.079
C 3.897 -5.466 -0.644
C 4.489 -5.137 0.565
C 3.962 -4.104 1.322
C 2.845 -3.382 0.906
C 2.323 -2.295 1.811
C -0.216 -5.004 -2.786
C -0.796 -5.593 -1.522
C -0.294 -5.753 -3.956
H 0.596 -5.644 -7.253
H -0.874 -6.408 -6.635
H 0.702 -7.090 -6.245
H 1.247 -3.674 -6.115
H 1.970 -1.723 -5.139
H 2.525 -1.924 -3.472
H 0.986 -1.115 -3.803
H -0.252 -2.592 3.945
H -1.648 -3.306 5.848
H -4.111 -3.439 5.595
H -5.142 -2.956 3.393
H -3.727 -2.309 1.478
H 2.339 -5.025 -2.029
H 4.297 -6.267 -1.252
H 5.360 -5.678 0.915
H 4.427 -3.839 2.265
H 1.644 -2.730 2.541
H 1.761 -1.523 1.281
H 3.146 -1.821 2.350
H -0.772 -4.902 -0.682
H -0.240 -6.487 -1.231
H -1.834 -5.888 -1.683
H -0.775 -6.727 -3.921
```